(1)
Entry from OMol25: a structure of composition C22H45ClGaO33S8 in a non-equilibrium geometry (the ωB97M-V functional and the def2-TZVPD basis).

Structure (ORCA input):
```
! wB97M-V def2-TZVPD RIJCOSX def2/J DEFGRID3
* xyz -1 1
C -0.57716 -1.20032 0.56517
C -0.76380 -0.77560 -0.87738
Cl -0.82397 -2.28988 -1.88718
C 0.24744 0.21643 -1.45234
Ga 2.00180 0.44879 -0.42534
C 1.66461 1.76059 1.11551
C 3.47185 1.26875 -1.64855
C 3.70903 0.47510 -2.83451
O 3.33480 0.75986 -4.00598
H -1.55431 -1.47597 0.95081
H -0.20304 -0.42312 1.21045
H 0.02470 -2.08790 0.66436
H -1.74147 -0.32647 -0.95143
H 0.50187 -0.08519 -2.45982
H -0.25064 1.17617 -1.51680
H 2.55377 -0.97121 0.08388
H 2.53001 2.37044 1.34436
H 0.83430 2.39796 0.83622
H 1.37039 1.18699 1.98637
H 3.25116 2.28940 -1.94821
H 4.38571 1.27981 -1.05921
H 4.27513 -0.46729 -2.69586
C -1.99873 -3.67625 4.41559
C -2.12883 -3.13885 5.82327
O -1.67084 -1.77435 5.72177
S -2.05687 -1.19019 4.27944
O -3.25066 -0.43512 4.39121
O -0.88452 -0.65352 3.69391
O -2.39957 -2.58409 3.57731
H -0.96607 -3.93655 4.17263
H -2.64386 -4.53169 4.23814
H -1.51592 -3.68126 6.53784
H -3.17387 -3.15005 6.13552
C 5.67268 3.73178 -4.58818
C 4.19007 3.98661 -4.70650
O 4.05131 5.39511 -4.43312
S 5.33657 6.17452 -4.97060
O 5.06094 6.71691 -6.25095
O 5.84524 6.98039 -3.92349
O 6.28579 4.89910 -5.16632
H 5.98350 3.65483 -3.54506
H 5.98562 2.84346 -5.12736
H 3.61151 3.40116 -3.99854
H 3.82827 3.79632 -5.71836
C 5.55327 -1.04520 -7.06810
C 4.23378 -1.63642 -6.63653
O 4.35247 -3.03542 -6.96242
S 5.87068 -3.50121 -6.78285
O 6.03330 -4.11355 -5.51743
O 6.28666 -4.14476 -7.97468
O 6.52947 -2.04041 -6.71931
H 5.59216 -0.89142 -8.14756
H 5.77231 -0.11194 -6.55762
H 3.38835 -1.20149 -7.15905
H 4.08508 -1.53681 -5.56036
C -7.94633 -1.16543 6.64831
C -7.00858 -1.40599 7.80701
O -6.60473 -2.77952 7.66149
S -6.55269 -3.15786 6.10600
O -5.21942 -3.04743 5.63160
O -7.30486 -4.34096 5.91708
O -7.36175 -1.89928 5.55855
H -8.94319 -1.57120 6.83653
H -8.01751 -0.11504 6.40135
H -7.48271 -1.25630 8.77181
H -6.11984 -0.77564 7.73304
C -3.52425 -5.02375 -3.06091
C -4.52995 -3.91518 -2.85821
O -5.79186 -4.60172 -2.76126
S -5.57708 -6.02564 -2.06321
O -5.89110 -5.92580 -0.68643
O -6.16768 -7.01607 -2.88582
O -3.98571 -6.08910 -2.21352
H -3.52213 -5.38139 -4.09257
H -2.52112 -4.72349 -2.77877
H -4.55126 -3.21137 -3.68370
H -4.35024 -3.37882 -1.92531
C 7.41131 0.77138 -12.06187
C 7.29998 0.12942 -10.69654
O 5.90940 0.24931 -10.36338
S 5.02236 0.14587 -11.69875
O 4.55259 -1.17974 -11.84322
O 4.15117 1.25821 -11.73824
O 6.21749 0.37087 -12.74493
H 7.42279 1.86087 -11.99301
H 8.28304 0.43091 -12.61256
H 7.90475 0.62975 -9.94635
H 7.55797 -0.93120 -10.72752
C -5.55668 3.47954 9.15497
C -4.46879 2.67641 8.47593
O -5.17844 1.85023 7.53681
S -6.46330 2.63199 6.99670
O -6.18364 3.23016 5.74919
O -7.57565 1.76739 7.17937
O -6.49432 3.77956 8.11095
H -6.07131 2.89017 9.91698
H -5.18389 4.39857 9.59662
H -3.90716 2.05888 9.16961
H -3.78175 3.31271 7.91983
C -0.81909 3.43466 6.41416
C 0.64087 3.04290 6.44252
O 1.09374 3.46759 7.74545
S -0.08722 3.31417 8.80140
O 0.05045 2.08863 9.49766
O -0.24167 4.54246 9.49102
O -1.28502 3.15422 7.74888
H -0.94829 4.50085 6.21938
H -1.39114 2.85823 5.69276
H 1.22282 3.53186 5.66969
H 0.76917 1.96314 6.36669
*
```

Calculated values
Relative energy (zero: lowest compared OMol25 entry of this formula, charge and spin), kcal/mol: 0.00
E_LUMO, eV: 1.3159
DFT total energy, hartree: -8918.54167


(2)
Entry from OMol25: a structure of composition C39H59BBiBrN6O2Si in a non-equilibrium geometry (the ωB97M-V functional and the def2-TZVPD basis).

Structure (ORCA input):
```
! wB97M-V def2-TZVPD RIJCOSX def2/J DEFGRID3
* xyz 0 1
Bi -0.67123 -0.73443 -0.70349
C 3.19107 -1.16273 -3.98569
C 2.27877 -1.73793 -2.88939
C 0.84207 -1.74253 -3.40399
C 2.52887 -0.95943 -1.62989
C 3.79767 -0.65983 -1.14529
C 3.62067 0.18157 -0.05629
C 4.84807 0.75247 0.60271
C 5.55377 1.67797 -0.39799
C 4.71137 1.46357 1.93751
N 2.28997 0.34457 0.11541
N 1.64557 -0.35883 -0.83679
B 1.46417 1.30237 1.02921
N 0.45527 0.53537 1.94201
N -0.40003 -0.42353 1.51121
C -1.07333 -0.91883 2.55711
C -0.63493 -0.24373 3.69001
C 0.31377 0.67437 3.27601
C 0.83987 1.68747 4.25681
C 0.21537 3.05237 3.95571
C 2.35067 1.79647 4.45541
C -2.16933 -1.93733 2.67301
C -3.51473 -1.20053 2.72451
C -2.18913 -3.06323 1.65221
N 0.72657 2.30617 0.13221
N -0.14863 1.86877 -0.78459
C -0.60143 2.90887 -1.46779
C 0.00177 4.07277 -0.97339
C 0.84187 3.65417 0.03941
C 1.77317 4.52827 0.81731
C 2.93857 4.92807 -0.09149
C 1.06227 5.77747 1.34671
C -1.59433 2.84007 -2.58999
C -1.69333 1.45537 -3.22439
C -1.22863 3.86427 -3.66829
H 3.03567 -1.69493 -4.92019
H 4.24047 -1.25063 -3.72449
H 2.96127 -0.11063 -4.13979
H 2.57467 -2.77763 -2.70229
H 0.45657 -0.73083 -3.49749
H 0.18857 -2.32523 -2.76249
H 0.82147 -2.19773 -4.39309
H 4.73747 -0.99833 -1.53009
H 5.50697 -0.10983 0.76541
H 4.91577 2.52007 -0.65189
H 5.79867 1.15047 -1.31479
H 6.47117 2.05967 0.04371
H 4.23187 2.42967 1.81661
H 5.70537 1.63637 2.34491
H 4.15027 0.85537 2.63731
H 2.19367 1.86967 1.73981
H -0.97763 -0.39723 4.69311
H 0.43717 1.34717 5.21771
H 0.49007 3.38277 2.96171
H 0.56057 3.78367 4.68221
H -0.86923 2.98967 4.00911
H 2.81847 2.40057 3.68911
H 2.80777 0.81117 4.46491
H 2.54587 2.27507 5.41271
H -2.01433 -2.40163 3.65691
H -3.64023 -0.58453 1.84231
H -3.56623 -0.55433 3.59511
H -4.32343 -1.92303 2.77101
H -2.41753 -2.70423 0.65711
H -2.95433 -3.78153 1.93961
H -1.22783 -3.56523 1.62681
H -0.13803 5.07677 -1.31679
H 2.17597 3.96997 1.66581
H 2.57497 5.49927 -0.94199
H 3.43567 4.03887 -0.46839
H 3.65957 5.53147 0.45461
H 0.71867 6.40847 0.53121
H 1.74777 6.35857 1.95871
H 0.20057 5.51637 1.95691
H -2.58223 3.10107 -2.18549
H -0.70403 1.10017 -3.50139
H -2.30793 1.50037 -4.12109
H -2.14453 0.74717 -2.54179
H -0.23013 3.66547 -4.05289
H -1.25543 4.88087 -3.28479
H -1.93203 3.79717 -4.49539
Br -9.70973 -0.25813 -0.92879
C -7.80883 -0.41073 -0.90199
C -7.21163 -1.52193 -1.47159
C -5.83473 -1.62603 -1.44869
C -5.06943 -0.63433 -0.85169
C -5.68623 0.47807 -0.29219
C -7.06153 0.59667 -0.31589
C -3.58303 -0.78463 -0.75849
O -2.97973 -0.01663 0.03031
O -3.01043 -1.66763 -1.42889
H -7.81773 -2.28993 -1.92559
H -5.33913 -2.47993 -1.88329
H -5.07583 1.24367 0.16291
H -7.55043 1.45837 0.11271
C -0.99293 -6.24703 -2.02329
Si 0.22187 -5.85463 -0.60279
C -0.43583 -6.58413 1.03561
C 1.96027 -6.53533 -1.00519
C 0.23247 -4.00053 -0.46649
C 0.00867 -2.81193 -0.39229
H -1.18213 -7.31263 -2.11589
H -0.61153 -5.89413 -2.97729
H -1.94633 -5.75453 -1.85399
H -0.48903 -7.66863 1.00361
H -1.43433 -6.21263 1.24401
H 0.19857 -6.31123 1.87351
H 1.94367 -7.61133 -1.15269
H 2.66317 -6.32543 -0.20579
H 2.35157 -6.08823 -1.91349
*
```

Calculated values
E_LUMO, eV: 0.6119
DFT total energy, hartree: -5103.58871


(3)
Entry from OMol25: a structure of composition C18H29Cl4GeN2O4PdSSi in a non-equilibrium geometry (the ωB97M-V functional and the def2-TZVPD basis).

Structure (ORCA input):
```
! wB97M-V def2-TZVPD RIJCOSX def2/J DEFGRID3
* xyz 2 2
Pd 1.13988 0.08863 -0.39592
C -0.89766 2.48543 -2.06465
Si 0.05701 1.48750 -3.31676
C 0.55640 2.65651 -4.66209
C -0.94388 0.03101 -3.86974
O 1.48820 1.05354 -2.26546
H -1.84035 2.79764 -2.52208
H -0.36450 3.38949 -1.76661
H -1.15147 1.92015 -1.16565
H -0.38619 3.09207 -5.01141
H 1.06762 2.24846 -5.53139
H 1.14970 3.48384 -4.26673
H -1.44255 0.34528 -4.79101
H -1.71117 -0.19126 -3.12664
H -0.41789 -0.89084 -4.10114
C -6.16355 -3.19573 2.77513
C -4.89289 -2.55416 2.31539
C -4.58699 -2.45896 0.95862
C -3.42696 -1.86085 0.51252
C -3.17386 -1.78812 -0.96476
C -2.52905 -1.32560 1.47840
C -1.35323 -0.62221 1.11852
O -0.93598 -0.42899 -0.05118
C -2.81678 -1.43826 2.87112
C -1.88361 -0.92790 3.94069
C -3.98836 -2.04832 3.25311
H -6.78789 -3.50286 1.93978
H -6.73085 -2.50557 3.40126
H -5.94293 -4.07370 3.38495
H -5.28064 -2.86724 0.23429
H -3.93514 -2.34872 -1.50232
H -2.19393 -2.18780 -1.22484
H -3.20152 -0.75175 -1.30825
H -0.76704 -0.19759 1.93903
H -0.87165 -1.31697 3.82208
H -2.24000 -1.24082 4.91892
H -1.83534 0.16316 3.94798
H -4.21747 -2.14438 4.30750
Cl 4.57818 -0.91075 -2.76294
Ge 2.55012 -0.32982 -2.85478
Cl 1.27423 -1.90333 -1.94410
Cl 2.36516 -0.21512 -4.97317
S 1.03544 1.99321 0.82434
C 2.74164 2.38089 0.91848
N 3.44251 2.87768 -0.07656
C 4.83711 3.14230 0.31117
C 4.83695 2.76469 1.81379
N 3.46048 2.27934 2.01509
H 3.04390 3.04571 -0.98675
H 5.07758 4.19001 0.14706
H 5.51617 2.52405 -0.27218
H 5.03617 3.61569 2.46118
H 5.54780 1.97339 2.03950
H 3.07622 1.96586 2.89238
Cl 3.84887 -3.53168 0.44930
C 4.02874 -2.01982 1.36546
C 3.06011 -1.04488 0.75920
O 3.41351 -0.25205 -0.14952
O 1.84346 -1.04748 1.15726
H 5.04691 -1.66236 1.24686
H 3.79124 -2.20963 2.40831
*
```

Calculated values
Relative energy (zero: lowest compared OMol25 entry of this formula, charge and spin), kcal/mol: 21.97
E_LUMO (spin up / spin down), eV: -8.8468 / -8.5184
DFT total energy, hartree: -5846.65162


(4)
Entry from OMol25: a structure of composition C16H18F2N2O4PS3 (the ωB97M-V functional and the def2-TZVPD basis).

Structure (ORCA input):
```
! wB97M-V def2-TZVPD RIJCOSX def2/J DEFGRID3
* xyz -1 1
C 2.62690 0.27201 1.87799
C 3.04013 1.69072 1.43486
P 2.06693 2.52528 0.11650
C 2.16492 1.31970 -1.29254
C 3.54580 0.69895 -1.49564
C 0.34819 2.26462 0.66351
C -0.02228 2.09076 1.99845
C -1.35308 1.95503 2.35974
C -2.34791 2.00979 1.39751
C -1.98839 2.17358 0.06127
C -0.65848 2.30268 -0.30495
S -3.26932 2.21596 -1.15696
C -4.31647 0.99136 -0.43259
C -5.00797 0.08289 -1.23033
C -5.83931 -0.85451 -0.63859
C -5.96886 -0.89537 0.74323
C -5.26409 0.00170 1.53936
C -4.44485 0.95447 0.95652
N -3.72774 1.88802 1.77569
H 3.44969 -0.42947 1.74225
H 1.80457 -0.12266 1.28251
H 2.33502 0.25361 2.92760
H 4.05859 1.66607 1.04345
H 3.05963 2.38076 2.28111
H 1.87302 1.85365 -2.19986
H 1.43576 0.51994 -1.13756
H 4.30902 1.47035 -1.64031
H 3.52071 0.03155 -2.35582
H 3.84554 0.10447 -0.63567
H 0.74393 2.04681 2.76167
H -1.63321 1.80537 3.39441
H -0.41184 2.42896 -1.35356
H -4.88331 0.10326 -2.30713
H -6.37456 -1.57284 -1.24721
H -6.60528 -1.63624 1.21317
H -5.34648 -0.02619 2.61770
H -4.17980 2.79641 1.71459
N 2.84800 -3.58401 -2.31079
S 3.39723 -4.98420 -2.83424
O 2.78800 -6.11665 -2.21564
O 4.80003 -5.01424 -3.09266
F 2.72808 -4.90034 -4.26972
S 3.20538 -3.17337 -0.84056
O 2.43214 -2.04458 -0.42291
O 4.59913 -3.17311 -0.51987
F 2.61687 -4.37094 0.03196
*
```

Calculated values
E_LUMO, eV: 2.2560
DFT total energy, hartree: -2766.72672


(5)
Entry from OMol25: an isolated molecule of C3H4O3 in a non-equilibrium geometry (the ωB97M-V functional and the def2-TZVPD basis).

Structure (ORCA input):
```
! wB97M-V def2-TZVPD RIJCOSX def2/J DEFGRID3
* xyz 0 1
C 0.19403 -1.25805 0.29927
C -0.08504 -0.09458 -0.11800
C -1.41406 0.54235 -0.07810
O 2.52404 -0.65888 -0.11836
O 0.87265 0.85263 -0.46710
O 2.15250 0.56354 -0.07519
H 0.81365 -2.06953 0.69819
H -2.08828 0.02378 -0.64462
H -1.16401 1.53896 -0.43866
H -1.80547 0.55979 0.94259
*
```

Calculated values
Relative energy (zero: lowest compared OMol25 entry of this formula, charge and spin), kcal/mol: 235.64
E_LUMO (spin up / spin down), eV: -0.1399 / -0.9234
DFT total energy, hartree: -342.08042


(6)
Entry from OMol25: the ion C4H7N2O with charge +1 in a non-equilibrium geometry (the ωB97M-V functional and the def2-TZVPD basis).

Structure (ORCA input):
```
! wB97M-V def2-TZVPD RIJCOSX def2/J DEFGRID3
* xyz 1 1
C 3.29389 -0.29849 -0.15051
C 1.97201 -0.51749 -0.07378
N 1.29013 0.63659 0.09745
C 0.18214 1.09487 -0.03345
O -1.18810 0.51552 -0.25883
C -2.08664 -0.08294 0.42634
N -3.25190 -0.29633 -0.20595
H 3.59153 0.65268 0.17234
H 4.00749 -1.02506 -0.25399
H 1.48726 -1.51784 -0.03180
H 0.11782 2.13485 -0.10903
H -1.96974 -0.71598 1.32762
H -3.44684 0.15057 -1.13196
H -3.99904 -0.73094 0.22556
*
```

Calculated values
Relative energy (zero: lowest compared OMol25 entry of this formula, charge and spin), kcal/mol: 76.96
E_LUMO, eV: -4.5320
SMILES: C=C/N=C\OC=[NH2+]
DFT total energy, hartree: -341.01360